(1)
C31H59Cl3N11O2Si2Ti | ωB97M-V/def2-TZVPD

```
109
C31H59Cl3N11O2Si2Ti | the OMol25 dataset | ωB97M-V/def2-TZVPD
Ti 0.3736 -0.2128 -0.0590
C 3.6306 0.9483 -1.8173
Si 3.2267 1.6072 -0.1285
C 4.8772 1.3769 0.7538
C 2.8740 3.4419 -0.2762
N 1.7992 0.8453 0.6339
C 1.4514 1.3201 1.9289
C 2.3024 2.1278 2.6835
C 1.9628 2.5864 3.9444
C 0.7322 2.2400 4.4652
C -0.1297 1.4440 3.7265
C 0.1926 0.9537 2.4589
N -0.6521 0.1320 1.6552
Si -2.1857 -0.5499 2.2367
C -3.6332 -0.2050 1.0998
C -2.9067 -0.0152 3.8943
C -2.1527 -2.4222 2.3972
H 4.5929 1.3931 -2.0846
H 2.9186 1.2100 -2.5946
H 3.7703 -0.1320 -1.8164
H 5.4937 2.2353 0.4739
H 5.3777 0.4824 0.3780
H 4.8735 1.3214 1.8386
H 3.6518 3.9119 -0.8821
H 2.8551 3.9446 0.6904
H 1.9138 3.6300 -0.7586
H 3.2602 2.4152 2.2863
H 2.6518 3.2093 4.4981
H 0.4265 2.5892 5.4425
H -1.0785 1.2140 4.1581
H -3.8544 0.8588 0.9974
H -4.5028 -0.6682 1.5727
H -3.5234 -0.6441 0.1112
H -3.1051 1.0537 3.9795
H -2.3241 -0.3328 4.7595
H -3.8698 -0.5285 3.9484
H -2.3876 -2.9108 1.4511
H -2.9371 -2.7003 3.1043
H -1.2109 -2.8182 2.7753
C -3.7008 -3.2840 -2.0925
N -3.1289 -2.0796 -2.6750
C -3.8866 -1.4480 -3.7487
C -3.1728 -0.1110 -3.8796
N -2.5789 0.1189 -2.5595
C -3.3591 1.0566 -1.7574
C -2.3278 -1.1716 -2.0271
N -1.3980 -1.4306 -1.1616
C -0.9183 -2.8221 -1.1910
C -0.0719 -3.2626 -0.0086
N 0.6759 -2.1935 0.6493
C 1.2581 -2.5023 1.7696
N 1.1992 -3.6535 2.5038
C 1.0387 -5.0390 2.0576
C 1.8962 -3.4668 3.7806
C 2.0590 -1.9513 3.8329
N 2.0445 -1.5567 2.4256
C 3.3926 -1.4868 1.8432
H -4.7342 -3.3529 -2.4312
H -3.7124 -3.2246 -1.0037
H -3.1876 -4.1938 -2.4059
H -4.9387 -1.3433 -3.4639
H -3.8320 -2.0401 -4.6622
H -3.8466 0.7022 -4.1386
H -2.3848 -0.1602 -4.6342
H -4.4121 0.7615 -1.6668
H -3.3098 2.0338 -2.2392
H -2.9351 1.1422 -0.7672
H -0.3545 -2.9379 -2.1212
H -1.7126 -3.5589 -1.2421
H 0.6096 -4.0265 -0.3875
H -0.7244 -3.7244 0.7260
H 0.0047 -5.3086 1.8651
H 1.3937 -5.6728 2.8671
H 1.6466 -5.2481 1.1783
H 2.8463 -4.0090 3.7828
H 1.2802 -3.8448 4.5969
H 2.9871 -1.6363 4.3031
H 1.2258 -1.4741 4.3522
H 3.9860 -2.3751 2.0933
H 3.8886 -0.6063 2.2408
H 3.3249 -1.4142 0.7609
C -1.6613 4.8510 -1.5805
N -0.7896 3.9222 -0.8704
C -0.8991 3.9945 0.5761
C -0.4132 2.7347 -1.4595
N -0.4740 1.6060 -0.7998
N -0.0005 2.7995 -2.7444
C 0.1323 1.5850 -3.5346
C 0.7227 3.9497 -3.2741
H -2.6674 4.8213 -1.1509
H -1.7295 4.5829 -2.6301
H -1.2862 5.8725 -1.5015
H -0.8878 5.0433 0.8695
H -0.0537 3.4991 1.0524
H -1.8331 3.5520 0.9499
H -0.9861 1.7506 0.0670
H -0.6856 0.9110 -3.3023
H 1.0657 1.0604 -3.3374
H 0.1006 1.8637 -4.5877
H 0.7547 4.7582 -2.5521
H 0.2502 4.3058 -4.1911
H 1.7496 3.6575 -3.5070
Cl 0.1800 -1.6328 -4.3235
C 1.7692 -2.0947 -3.6662
Cl 3.0205 -1.1539 -4.4942
Cl 2.0201 -3.8138 -3.9435
C 1.8889 -1.7786 -2.1337
O 2.6327 -2.4492 -1.4671
O 1.1951 -0.7543 -1.7543
```

Charge   +1
Maximum force   0.53 eV/A
Energy above the lowest of the compared OMol25 structures with the same formula, charge and spin   8.3 kcal per mole
Lowest unoccupied orbital energy   -2.45 eV


(2)
C3H2N2 | ωB97M-V/def2-TZVPD

```
7
C3H2N2 | the OMol25 dataset | ωB97M-V/def2-TZVPD
C 0.7740 -1.5385 0.0160
C 1.9174 -0.9405 0.1131
C 0.1166 -0.3399 -0.0371
N 2.6946 0.1902 0.0712
N 1.8821 1.0639 -0.1092
H 0.1696 0.0083 -1.0679
H -0.4721 0.0960 0.6669
```

Maximum force   4.34 eV/A
Energy above the lowest of the compared OMol25 structures with the same formula, charge and spin   162.9 kcal per mole
Lowest unoccupied orbital energy (alpha / beta)   -0.24 / -0.24 eV


(3)
C6H14ClCuN4O6 | ωB97M-V/def2-TZVPD

```
32
C6H14ClCuN4O6 | the OMol25 dataset | ωB97M-V/def2-TZVPD
Cu 1.1059 0.2375 1.3289
N -0.5756 0.2001 2.4050
C -1.5452 1.0200 1.6281
C -2.7526 1.4805 2.4724
C -4.1490 1.1539 1.9078
C -4.7444 2.2515 1.0305
N -3.8802 2.5900 -0.0928
C -3.9675 2.1750 -1.3391
N -2.9544 2.4509 -2.1682
N -5.0205 1.4887 -1.7999
C -0.7438 2.1449 0.9300
O -1.3443 3.0956 0.4288
O 0.5201 1.9770 0.8535
H -0.9152 -0.7421 2.5677
H -0.4197 0.6265 3.3146
H -1.8970 0.3752 0.8160
H -2.6729 2.5517 2.6740
H -2.6690 0.9853 3.4417
H -4.8393 1.0058 2.7402
H -4.1202 0.2052 1.3624
H -4.8565 3.1631 1.6192
H -5.7473 1.9938 0.6913
H -2.9574 2.9793 0.1797
H -2.1550 2.9645 -1.8276
H -2.9617 2.1578 -3.1284
H -5.8178 1.3171 -1.2164
H -5.1189 1.2998 -2.7817
O 1.6865 -2.0180 -1.0411
Cl 2.3385 -1.6977 0.1701
O 3.4602 -2.4904 0.4545
O 2.6846 -0.2332 0.1955
O 1.3357 -1.7494 1.3059
```

Charge   +1
Maximum force   0.41 eV/A
⟨S²⟩   0.753
Energy above the lowest of the compared OMol25 structures with the same formula, charge and spin   0.0 kcal per mole
2S+1   2
Lowest unoccupied orbital energy (alpha / beta)   -2.73 / -4.58 eV


(4)
CHNO3 | ωB97M-V/def2-TZVPD

```
6
CHNO3 | the OMol25 dataset | ωB97M-V/def2-TZVPD
O -2.0898 0.6974 0.1384
C -1.1024 0.0698 -0.0033
O -0.4971 -1.0484 0.1931
N 0.2791 -0.0491 -0.5831
O 1.3232 0.4875 0.2008
H 2.0869 -0.1573 0.0540
```

Maximum force   2.35 eV/A
Structure (SMILES)   O=C1ON1O
Energy above the lowest of the compared OMol25 structures with the same formula, charge and spin   50.3 kcal per mole
Lowest unoccupied orbital energy   0.56 eV


(5)
C3H3BiO2 | ωB97M-V/def2-TZVPD

```
9
C3H3BiO2 | the OMol25 dataset | ωB97M-V/def2-TZVPD
O 0.4579 -1.2640 -0.5315
Bi 2.7837 2.0572 0.5639
O 1.7592 0.4618 0.0900
C 0.6649 -0.0256 -0.1238
C -0.9337 -1.1849 -0.2351
C -0.8244 0.2283 0.2350
H -1.6176 -1.6984 -0.9080
H -0.9965 0.4262 1.3008
H -1.2935 0.9994 -0.3914
```

Charge   +3
Maximum force   5.51 eV/A
⟨S²⟩   0.754
Energy above the lowest of the compared OMol25 structures with the same formula, charge and spin   0.0 kcal per mole
2S+1   2
Lowest unoccupied orbital energy (alpha / beta)   -17.47 / -17.40 eV


(6)
C4H11NO2 | ωB97M-V/def2-TZVPD

```
18
C4H11NO2 | the OMol25 dataset | ωB97M-V/def2-TZVPD
C -0.1566 -0.1851 1.8428
C 0.9290 0.7155 1.2623
C 1.7670 0.2727 0.0734
N 1.4626 -0.8977 -0.5339
O 2.7242 0.9575 -0.2453
H 0.2844 -0.9422 2.5008
H -0.8482 -0.6623 1.1477
H -0.8259 0.4196 2.4620
H 0.5806 1.7043 0.9879
H 1.6323 0.8881 2.0670
H 1.9170 -1.1950 -1.3839
H 0.5817 -1.3430 -0.3092
C -1.5501 0.3412 -1.4574
O -1.3742 -0.8652 -2.2035
H -2.0204 0.1532 -0.4927
H -2.2305 1.0112 -1.9845
H -0.6103 0.8568 -1.3438
H -2.2626 -1.2296 -2.3896
```

Maximum force   1.12 eV/A
Structure (SMILES)   CCC(N)=O.CO
Energy above the lowest of the compared OMol25 structures with the same formula, charge and spin   17.5 kcal per mole
Lowest unoccupied orbital energy   0.66 eV


(7)
C33H30Cl2N4NiOP | ωB97M-V/def2-TZVPD

```
72
C33H30Cl2N4NiOP | the OMol25 dataset | ωB97M-V/def2-TZVPD
Ni -0.3486 0.2388 0.2541
N -0.5072 -0.0132 -1.7665
C -0.0970 -1.2776 -2.3530
C 0.1400 -1.3595 -3.7169
C 0.5000 -2.5656 -4.2973
C 0.6188 -3.7051 -3.5146
C 0.3920 -3.6297 -2.1517
C 0.0481 -2.4157 -1.5528
P -0.1643 -2.3333 0.2355
C 0.2596 -3.9459 0.9282
C 1.6190 -4.2641 0.9777
C 2.0341 -5.4688 1.5176
C 1.0987 -6.3541 2.0377
C -0.2499 -6.0318 2.0180
C -0.6719 -4.8324 1.4623
C 0.8747 -1.1038 0.8857
C 2.2166 -0.8878 0.3929
C 3.0523 -0.0386 1.0395
C 2.6270 0.6472 2.2179
C 1.3650 0.4956 2.6893
C 0.4017 -0.3240 2.0073
H 0.0693 0.7341 -2.1456
H -1.4596 0.1909 -2.0626
H 0.0295 -0.4728 -4.3296
H 0.6783 -2.6141 -5.3631
H 0.8916 -4.6503 -3.9633
H 0.4896 -4.5179 -1.5425
H 2.3586 -3.5667 0.6024
H 3.0878 -5.7116 1.5462
H 1.4243 -7.2913 2.4693
H -0.9773 -6.7130 2.4389
H -1.7223 -4.5840 1.4543
H 2.5540 -1.4216 -0.4891
H 4.0620 0.1002 0.6749
H 3.3370 1.2639 2.7549
H 1.0633 0.9927 3.6035
H -0.4548 -0.6691 2.5789
Cl -2.8787 -4.3933 -1.1346
C -3.4100 -2.7595 -0.9973
C -4.5535 -2.3780 -1.7263
C -5.0463 -1.1154 -1.6056
Cl -6.4704 -0.6839 -2.4797
C -4.4034 -0.1580 -0.7776
C -4.8790 1.1609 -0.5911
C -4.1892 2.0107 0.2207
C -2.9861 1.5645 0.8009
N -2.5045 0.3560 0.6416
C -3.2256 -0.5348 -0.0935
C -2.7556 -1.8749 -0.1833
O -1.7360 -2.2940 0.6400
H -5.0420 -3.1080 -2.3552
H -5.7872 1.4725 -1.0875
H -4.5328 3.0190 0.4023
H -2.3818 2.2393 1.3963
N 0.1046 2.2224 0.2022
C 0.7051 3.1852 0.4326
N 1.3775 4.2828 0.6778
C 0.6831 5.5695 0.8242
C 1.4187 6.6481 0.0231
C 2.9257 6.3528 -0.0476
C 3.3788 5.5876 1.1916
C 2.7534 4.1943 1.2045
H 0.6448 5.8265 1.8862
H -0.3422 5.4445 0.4822
H 1.2436 7.6110 0.5058
H 1.0044 6.7154 -0.9831
H 3.4850 7.2813 -0.1545
H 3.1446 5.7501 -0.9326
H 3.0963 6.1381 2.0923
H 4.4628 5.4803 1.2191
H 2.7441 3.7698 2.2114
H 3.3119 3.5172 0.5565
```

Charge   +1
Maximum force   0.18 eV/A
Energy above the lowest of the compared OMol25 structures with the same formula, charge and spin   0.6 kcal per mole
Lowest unoccupied orbital energy (alpha / beta)   -2.84 / -2.84 eV


(8)
C20H34ClILaP3 | ωB97M-V/def2-TZVPD

```
60
C20H34ClILaP3 | the OMol25 dataset | ωB97M-V/def2-TZVPD
C -6.3101 3.6091 -0.2380
I -4.1762 2.7647 -0.3054
H -6.9995 2.7884 -0.0048
H -6.5795 4.0496 -1.2051
H -6.3790 4.3808 0.5375
La -1.6557 0.6708 0.2568
P -1.9714 -0.5518 -2.0825
C -1.4501 0.6647 -3.3109
C -1.0591 -2.1097 -2.3084
H -1.3565 -2.4914 -3.3145
H -3.9211 -1.2859 -3.2400
H -1.3567 -2.7981 -1.4801
H -4.0863 -1.5278 -1.4045
H -0.3586 0.8801 -3.2431
H 0.0437 -1.9428 -2.2294
C -3.7753 -0.8358 -2.2244
H -1.6853 0.2160 -4.3059
H -4.3300 0.1251 -2.0808
H -1.9888 1.6283 -3.1623
P -1.1982 0.8697 2.8904
C -0.4120 2.4798 3.1390
C -2.8447 0.8243 3.6962
H -0.5859 -1.4111 3.4015
H -0.0943 -0.2276 4.7565
H 0.8531 -0.4045 3.1870
C -0.1550 -0.4192 3.6572
H -3.3126 -0.1638 3.4664
H -2.6490 0.9652 4.7894
H -0.3139 2.6246 4.2458
H -1.0387 3.2791 2.6831
H -3.4863 1.6242 3.2551
H 0.5866 2.5107 2.6393
Cl -2.4280 -1.7039 1.0621
C 2.9145 1.7381 -0.6472
P 1.6114 0.4457 -0.4159
C 2.1562 -0.5418 -1.8678
C 2.0741 0.0353 -3.1621
C 2.5951 -0.6309 -4.2758
C 3.2297 -1.8767 -4.0861
C 3.3466 -2.4309 -2.8209
C 2.8278 -1.7836 -1.7048
C 2.3199 -0.3986 1.0569
C 3.1038 0.2926 2.0132
C 3.6231 -0.3822 3.1176
C 3.3171 -1.7307 3.3340
C 2.4614 -2.3978 2.4529
C 1.9339 -1.7374 1.3460
H 2.7355 2.2269 -1.6191
H 3.8507 1.2007 -0.6854
H 2.9193 2.4625 0.1893
H 1.6520 1.0260 -3.2646
H 2.5078 -0.1697 -5.2534
H 3.6333 -2.3906 -4.9743
H 3.8597 -3.3937 -2.6729
H 2.9502 -2.1640 -0.7118
H 3.3418 1.3334 1.8490
H 4.3091 0.1397 3.7892
H 3.7542 -2.2667 4.1880
H 2.2065 -3.4449 2.6138
H 1.2396 -2.2425 0.6887
```

Charge   +2
Maximum force   2.33 eV/A
Energy above the lowest of the compared OMol25 structures with the same formula, charge and spin   47.6 kcal per mole
Lowest unoccupied orbital energy   -6.90 eV


(9)
C39H33BrINO8P | ωB97M-V/def2-TZVPD

```
84
C39H33BrINO8P | the OMol25 dataset | ωB97M-V/def2-TZVPD
C -3.2365 -1.7380 -3.3405
C -2.3972 -0.4212 -3.6665
O -2.7652 0.3059 -4.6251
O -1.2496 0.0441 -2.9272
C -0.1591 -0.8702 -3.0030
O 0.0950 -1.4520 -4.0854
C 0.8321 -1.1815 -1.7567
C -0.1270 -1.6589 -0.5482
C 0.5744 -2.4305 0.7066
C -0.7656 -2.5224 1.6368
P 0.0290 -2.5164 3.4012
O -0.4631 -1.1241 4.2729
Br -0.9000 -4.2549 4.5433
N -1.2354 -1.1095 1.4985
C -0.8983 -0.5651 0.3259
C -1.2857 0.9545 0.0524
C -2.8690 1.2013 -0.1705
C -3.1074 2.8093 -0.0552
I -4.7758 3.3475 1.2315
H -2.7249 -2.6512 -3.8299
H -3.3658 -1.8474 -2.2121
H -4.2718 -1.6592 -3.8225
H 1.4650 -0.2803 -1.4575
H 1.5472 -2.0256 -2.0780
H -0.7312 -2.5000 -1.0516
H 1.1515 -3.3908 0.5001
H 1.2442 -1.7733 1.3843
H -1.5141 -3.3575 1.3924
H -0.1314 -0.3014 3.8376
H -1.7619 -0.4884 2.1303
H -0.7417 1.3969 -0.8458
H -1.0132 1.5426 1.0133
H -3.5298 0.6091 0.5550
H -3.1899 0.9254 -1.2471
H -2.1597 3.2522 0.4248
H -3.1764 3.2925 -1.1029
C 1.1242 -1.5537 -6.6944
C 1.3040 -0.3803 -7.4236
C 2.5764 -0.0119 -7.8479
C 3.6759 -0.8112 -7.5329
C 3.4986 -1.9733 -6.7816
C 2.2183 -2.3491 -6.3727
C 4.6626 -2.8045 -6.3980
O 4.5074 -3.8225 -5.7438
C 6.0172 -2.3761 -6.8128
C 7.1293 -3.1176 -6.4104
C 8.4051 -2.7298 -6.8067
C 8.5743 -1.6065 -7.6132
C 7.4696 -0.8619 -8.0117
C 6.1893 -1.2400 -7.6040
C 5.0237 -0.4203 -8.0039
O 5.1710 0.5653 -8.7059
H 0.1313 -1.8448 -6.3722
H 0.4511 0.2466 -7.6634
H 2.7097 0.9007 -8.4203
H 2.0724 -3.2593 -5.7996
H 7.0046 -3.9958 -5.7847
H 9.2687 -3.3049 -6.4884
H 9.5694 -1.3086 -7.9280
H 7.6084 0.0151 -8.6361
C -1.6401 5.7688 9.1246
C -1.1121 5.8353 7.8371
C -1.3601 4.8119 6.9290
C -2.1283 3.7111 7.3103
C -2.6365 3.6333 8.6075
C -2.4004 4.6703 9.5109
C -3.4113 2.4484 9.0403
O -3.8585 2.3809 10.1710
C -3.6268 1.3425 8.0798
C -4.3056 0.1942 8.4905
C -4.5243 -0.8444 7.5915
C -4.0746 -0.7363 6.2776
C -3.3931 0.4037 5.8662
C -3.1593 1.4418 6.7697
C -2.4016 2.6359 6.3316
O -2.0026 2.7301 5.1806
H -1.4537 6.5722 9.8299
H -0.5084 6.6870 7.5407
H -0.9503 4.8720 5.9257
H -2.8044 4.6218 10.5170
H -4.6616 0.1047 9.5121
H -5.0479 -1.7385 7.9146
H -4.2520 -1.5441 5.5744
H -3.0410 0.4800 4.8424
```

Charge   +1
Maximum force   5.91 eV/A
Energy above the lowest of the compared OMol25 structures with the same formula, charge and spin   0.0 kcal per mole
Lowest unoccupied orbital energy   -4.81 eV


(10)
C16H22BBrO2Tl | ωB97M-V/def2-TZVPD

```
43
C16H22BBrO2Tl | the OMol25 dataset | ωB97M-V/def2-TZVPD
C 1.6760 -0.0804 -2.1439
C 0.5564 0.3689 -2.9049
C 0.2848 1.7239 -2.5131
H 0.0092 -0.2011 -3.6534
C 1.2244 2.0768 -1.4899
C 2.0826 0.9689 -1.2676
H 2.9396 0.9396 -0.5879
H 2.1572 -1.0562 -2.2148
H -0.4871 2.3714 -2.9232
H 1.2680 3.0307 -0.9695
Tl -1.7243 0.5737 -0.7057
Br -4.0254 -0.7601 -1.0928
C -0.0151 -1.4741 2.3301
C 1.3848 -1.1947 2.3496
C 2.0130 -2.0194 1.3757
H 1.8828 -0.4967 3.0082
C 1.0075 -2.8445 0.7782
C -0.2509 -2.4972 1.3626
H -1.2223 -2.9408 1.1251
H -0.7711 -0.9905 2.9457
H 3.0708 -2.0187 1.1219
H 1.1771 -3.6048 0.0140
C -2.0967 5.1408 1.2728
C -1.9655 3.8147 1.9762
C -1.4329 4.0727 3.3885
O -0.9999 3.0227 1.2607
B -1.7087 1.8630 1.0589
O -2.7652 1.6107 1.9202
C -3.2779 2.9402 2.0194
C -4.1085 3.0210 3.2844
C -4.2275 3.1905 0.8336
H -2.3428 5.0183 0.2185
H -1.1501 5.6764 1.3435
H -2.8686 5.7513 1.7459
H -0.4694 4.6032 3.3474
H -2.1515 4.7215 3.9148
H -1.2822 3.1453 3.9670
H -4.6682 3.9605 3.2958
H -4.8358 2.2014 3.2884
H -3.5119 2.9708 4.1979
H -3.7009 3.3460 -0.1243
H -4.8774 2.3112 0.7056
H -4.8518 4.0720 1.0448
```

Charge   -1
Maximum force   1.92 eV/A
Energy above the lowest of the compared OMol25 structures with the same formula, charge and spin   31.5 kcal per mole
Lowest unoccupied orbital energy (alpha / beta)   1.28 / 1.28 eV


Taking the records one at a time from the top gives M values of 828.29; 66.06; 337.20; 75.02; 280.03; 105.14; 659.20; 668.68; 881.47; 541.45 g/mol.